DFT (ωB97M-V/def2-TZVPD) results for a molecular structure, C38H50NO2PtS5Se.

Structure (XYZ):
```
98
Properties=species:S:1:pos:R:3:forces:R:3
Pt 1.1438 -0.4792 -2.1835 0.30 0.43 -0.04
C -2.2356 4.6178 2.1504 0.01 0.00 0.01
C -1.1287 5.2599 1.3052 0.02 -0.01 -0.01
C -1.7742 6.1263 0.2155 0.02 0.01 -0.01
C -0.2969 6.1673 2.2114 -0.02 0.02 0.01
C -0.2829 4.1682 0.6535 -0.01 -0.03 -0.01
C -0.8822 3.2046 -0.1489 0.02 0.01 -0.04
C -0.1356 2.1939 -0.7206 0.00 0.08 0.02
Se -1.0318 0.8943 -1.8097 -0.22 -0.29 -0.01
C -1.8221 -0.1835 -0.4368 -0.14 0.07 0.02
C -2.9262 0.2908 0.2551 -0.02 0.03 -0.09
C -3.5584 -0.4814 1.2146 0.05 -0.04 0.04
C -3.0344 -1.7625 1.4270 0.02 0.01 0.02
C -1.9372 -2.2772 0.7592 -0.12 -0.05 0.06
C -1.2739 -1.4717 -0.2229 0.02 -0.09 -0.23
O -0.2754 -1.9095 -0.8988 0.12 0.11 0.41
C -1.4101 -3.6866 1.0429 0.00 0.06 -0.02
C -1.4184 -4.5251 -0.2452 0.02 -0.04 -0.01
C -2.2533 -4.4339 2.0794 0.03 0.00 -0.02
C 0.0180 -3.5841 1.5974 0.03 0.03 0.01
C -4.7521 0.0741 1.9915 0.03 -0.05 -0.02
C -4.3122 1.3072 2.7894 0.00 0.03 0.02
C -5.8677 0.4764 1.0185 -0.03 0.00 0.00
C -5.3246 -0.9456 2.9771 -0.02 0.02 0.00
C 1.2576 2.0924 -0.5520 0.09 -0.20 -0.21
O 1.9340 1.0978 -1.0988 -0.14 -0.05 0.42
C 1.8964 3.1094 0.1911 -0.03 0.17 0.07
C 1.0956 4.0835 0.7876 0.00 0.00 -0.01
C 3.4131 3.2672 0.4010 -0.02 -0.03 0.00
C 3.7383 3.1005 1.8923 0.03 -0.03 -0.01
C 4.2845 2.2758 -0.3718 0.06 -0.05 0.03
C 3.8403 4.6740 -0.0573 -0.02 -0.02 0.01
H -2.8093 5.3841 2.6778 -0.02 0.02 0.00
H -1.8154 3.9313 2.8868 0.01 0.00 0.02
H -2.9281 4.0514 1.5281 -0.01 -0.02 -0.01
H -2.3947 6.9073 0.6623 -0.02 0.02 0.01
H -2.4049 5.5270 -0.4418 -0.01 -0.01 -0.01
H -1.0092 6.6027 -0.4002 0.01 0.01 0.00
H -0.9456 6.9178 2.6683 0.00 0.01 0.00
H 0.4794 6.6946 1.6540 0.01 0.00 -0.01
H 0.1801 5.6026 3.0143 0.01 -0.02 0.01
H -1.9487 3.2305 -0.3390 -0.02 0.00 0.00
H -3.2977 1.2835 0.0238 0.00 0.02 0.00
H -3.5180 -2.3931 2.1570 -0.01 -0.03 0.03
H -2.4439 -4.6674 -0.5968 -0.03 -0.01 0.00
H -0.9795 -5.5087 -0.0536 -0.01 -0.03 0.01
H -0.8479 -4.0360 -1.0314 -0.06 0.00 0.01
H -3.2798 -4.5861 1.7382 -0.02 0.01 -0.01
H -2.2809 -3.9120 3.0381 0.01 0.01 0.02
H -1.8078 -5.4165 2.2504 -0.01 -0.01 0.00
H 0.6567 -3.0248 0.9182 -0.02 0.01 0.02
H 0.4484 -4.5786 1.7407 0.01 -0.03 -0.01
H 0.0068 -3.0698 2.5616 0.00 0.00 0.03
H -3.9392 2.0895 2.1286 0.01 0.01 -0.01
H -3.5074 1.0477 3.4794 0.01 0.00 0.01
H -5.1457 1.7176 3.3673 -0.02 0.01 -0.01
H -5.5310 1.2488 0.3262 0.01 0.01 -0.01
H -6.7344 0.8645 1.5616 0.00 0.01 0.01
H -6.1870 -0.3834 0.4273 -0.01 -0.02 0.00
H -4.5816 -1.2491 3.7162 0.01 0.00 0.01
H -5.6848 -1.8409 2.4675 0.00 -0.02 -0.01
H -6.1665 -0.5005 3.5128 -0.01 0.00 0.00
H 1.5954 4.8300 1.3878 0.02 0.04 0.01
H 3.4813 2.0942 2.2272 -0.01 -0.02 0.00
H 3.1846 3.8091 2.5082 -0.01 0.02 0.01
H 4.8059 3.2584 2.0682 0.02 0.00 0.00
H 4.0806 1.2502 -0.0768 -0.01 0.03 0.00
H 5.3335 2.4968 -0.1575 0.03 0.01 -0.01
H 4.1320 2.3638 -1.4481 0.00 0.01 0.00
H 3.4237 5.4603 0.5714 -0.03 0.02 0.01
H 3.5123 4.8568 -1.0819 0.02 -0.01 -0.02
H 4.9287 4.7621 -0.0240 0.02 0.01 0.03
N 3.1192 -0.3886 -2.8536 -0.33 0.24 0.07
C 4.0315 -1.4473 -2.5641 0.04 -0.13 -0.12
C 4.6045 -1.5505 -1.3056 -0.02 0.00 0.01
C 5.4033 -2.6418 -1.0088 0.02 -0.01 0.01
C 5.6354 -3.6273 -1.9592 -0.02 0.02 0.01
C 5.0699 -3.5072 -3.2193 0.03 -0.01 0.00
C 4.2720 -2.4165 -3.5275 0.01 0.05 -0.01
H 3.2753 0.4791 -2.3307 0.39 -0.06 -0.19
H 3.0141 -0.2179 -3.8463 0.24 0.03 -0.01
H 4.3812 -0.8076 -0.5515 -0.01 0.00 0.01
H 5.8248 -2.7363 -0.0168 0.01 -0.01 0.00
H 6.2358 -4.4913 -1.7109 0.00 -0.02 0.01
H 5.2320 -4.2755 -3.9643 0.00 -0.01 0.00
H 3.7910 -2.3398 -4.4944 -0.01 0.00 -0.02
C -1.6817 -4.7433 -4.4392 -0.03 0.03 0.01
S -0.0126 -5.0503 -5.0715 0.02 -0.01 0.03
C 0.8796 -4.8176 -3.5809 0.02 0.08 -0.04
C 1.1276 -3.6182 -3.0004 -0.12 0.12 -0.10
S 0.6991 -2.0779 -3.7202 -0.27 -0.46 -0.24
S 1.9204 -3.7172 -1.4541 0.08 0.11 0.04
C 2.1298 -5.4169 -1.3773 0.10 -0.07 0.02
S 2.9019 -6.1828 -0.1241 -0.05 0.03 -0.06
S 1.4402 -6.2272 -2.7236 -0.02 -0.08 0.03
H -2.3588 -4.7651 -5.2920 -0.01 0.00 -0.02
H -1.7151 -3.7601 -3.9718 0.00 0.00 -0.01
H -1.9683 -5.5119 -3.7244 0.01 0.00 0.00
```
Forces are in eV/Å.

* HOMO energy: -4.38 eV
* Kohn-Sham gap: 6.55 eV
* spin multiplicity: 1
* charge: -1
* LUMO energy: 2.172 eV
* ΔE to the lowest compared entry with this formula, charge and spin: 25.5 kcal per mole
* electronic energy: -168575.981 eV